--- i ---
Entry from the OMol25 dataset: C4H8N2 as an isolated structure (ωB97M-V/def2-TZVPD).

* Kohn-Sham gap: 10.85 eV
* total charge: +2
* M: 84.12 g/mol

CARTESIAN COORDINATES (ANGSTROEM)
C  0.2873  1.4588  0.0050
C  -0.8653  -0.1964  -0.0105
C  -1.1954  1.4181  -0.0096
C  1.6974  -0.6086  -0.0123
N  0.5026  0.1622  -0.0040
N  -1.5014  -1.2820  0.0019
H  1.0151  2.2640  0.0331
H  -1.7102  1.8052  0.8738
H  -1.6957  1.7916  -0.9080
H  2.5392  0.0156  -0.3224
H  1.6166  -1.4657  -0.6813
H  1.9274  -0.9896  0.9917
H  -2.5343  -1.2930  0.0000
H  -1.0797  -2.2214  0.0155

=====

--- ii ---
Entry from the OMol25 dataset: an isolated ion of composition C4H8N2 and charge +2 (ωB97M-V/def2-TZVPD).

* SMILES: CC(=[NH2+])[N+]1=CC1
* Kohn-Sham gap: 11.04 eV
* total charge: +2
* M: 84.12 g/mol

CARTESIAN COORDINATES (ANGSTROEM)
C  -1.7395  -0.6023  -0.4010
C  0.7230  0.1137  -0.0810
C  -2.2598  0.6204  0.0513
C  1.4076  -0.4503  1.0353
N  -0.6586  0.0411  -0.1858
N  1.3371  0.4675  -1.1923
H  -2.0985  -1.5207  -0.6684
H  -2.3429  1.3595  -0.6853
H  -2.5553  0.5615  1.0673
H  1.6787  -1.5999  1.1769
H  2.4633  -0.0394  1.0958
H  0.9611  -0.2358  2.0438
H  2.3803  0.5887  -1.2590
H  0.7035  0.6957  -1.9974

=====

Short version: ii is the least stable of them.

=====

--- i ---
Entry from the OMol25 dataset: an isolated ion of composition C4H8N2 and charge +2 (ωB97M-V/def2-TZVPD).

* Kohn-Sham gap (alpha / beta): 8.87 / 8.39 eV
* total charge: +2
* M: 84.12 g/mol

CARTESIAN COORDINATES (ANGSTROEM)
C  0.8561  -1.0799  -0.7791
C  -0.3817  -0.3929  0.0961
C  1.0251  -1.8860  -1.8723
C  -0.0463  0.8742  0.7679
N  -1.2902  -1.2028  0.0893
N  -1.3164  1.4643  1.2771
H  2.0994  -1.4803  -2.2488
H  0.0982  -1.9358  -2.5355
H  1.6664  -2.8471  -1.6800
H  0.5731  1.4732  0.1703
H  0.4800  0.4938  1.5971
H  -1.7422  0.9420  2.0953
H  -2.1888  1.4340  0.6636
H  -1.1857  2.4929  1.4425

=====

--- ii ---
Entry from the OMol25 dataset: an isolated ion of composition C4H8N2 and charge +2 (ωB97M-V/def2-TZVPD).

* Kohn-Sham gap: 7.45 eV
* total charge: +2
* M: 84.12 g/mol

CARTESIAN COORDINATES (ANGSTROEM)
C  -0.3527  0.4886  -0.1718
C  -2.3754  -1.0739  -0.0960
C  1.1316  0.2335  -0.1732
C  2.1162  -0.7945  0.0833
N  -1.3202  -0.3819  -0.1387
N  -0.6111  1.7709  0.0524
H  -2.8898  -1.4800  0.9365
H  -2.7987  -1.3125  -1.1331
H  1.7570  1.1143  -0.3018
H  2.0590  -0.8744  1.2439
H  3.1423  -0.4835  -0.1816
H  1.7087  -1.7350  -0.2425
H  -0.0691  2.5091  -0.3695
H  -1.4978  2.0193  0.4920

=====

--- iii ---
Entry from the OMol25 dataset: a 2-piece molecular cluster, C4H8N2 overall (ωB97M-V/def2-TZVPD).

* Kohn-Sham gap (alpha / beta): 9.72 / 6.17 eV
* total charge: +2
* M: 84.12 g/mol

CARTESIAN COORDINATES (ANGSTROEM)
C  -1.0125  0.1482  1.6689
C  -0.0908  -0.2411  0.6386
C  -1.3707  0.2389  3.0291
C  1.0945  -0.9854  -1.8969
N  -1.0814  0.7139  0.4741
N  1.2049  0.2212  -2.5251
H  -1.8862  1.2197  3.3959
H  -0.4333  0.1856  3.4487
H  -2.0685  -0.5610  3.4040
H  0.1173  -1.4652  -1.7986
H  2.0251  -1.3821  -1.5460
H  0.1917  0.6983  -2.6085
H  1.5908  0.1892  -3.6289
H  1.7191  1.0199  -2.0552

=====

--- iv ---
Entry from the OMol25 dataset: an isolated ion of composition C4H8N2 and charge +2 (ωB97M-V/def2-TZVPD).

* SMILES: CC1=[N+]=C1C[NH3+]
* Kohn-Sham gap: 10.88 eV
* total charge: +2
* M: 84.12 g/mol

CARTESIAN COORDINATES (ANGSTROEM)
C  -1.4543  -0.2613  -0.1190
C  -0.0628  -0.3954  -0.2930
C  -2.6998  0.3878  0.1985
C  1.1959  0.2767  -0.4845
N  -0.8760  -1.4393  0.0119
N  2.3552  -0.2524  0.3237
H  -3.4161  -0.3237  0.6998
H  -3.3854  0.4957  -0.6376
H  -2.4573  1.3354  0.6914
H  1.0168  1.3500  -0.2010
H  1.5643  0.3379  -1.5403
H  2.6632  -0.0022  1.2513
H  3.2796  -0.1833  -0.1944
H  2.2768  -1.3258  0.2932

=====

Short version: iii is the least stable of them.

=====

--- i ---
Entry from the OMol25 dataset: an isolated molecule of C3H6N2O2 (ωB97M-V/def2-TZVPD).

* SMILES: [H]/N=C(\CN)C(=O)O
* Kohn-Sham gap: 9.82 eV
* M: 102.09 g/mol

CARTESIAN COORDINATES (ANGSTROEM)
C  -0.5078  -0.7164  -0.1807
C  1.7306  0.0298  0.0826
C  0.0064  0.5455  0.2881
N  -2.1181  -0.3762  0.0664
O  2.3706  0.8382  -0.7758
N  -0.2429  1.7379  0.4012
O  2.2906  -0.7906  0.7604
H  3.3340  0.7283  -0.6748
H  -2.6688  -0.9438  -0.5696
H  -2.3654  -0.6408  1.0161
H  -1.2248  2.0052  0.3912
H  -0.2107  -1.5575  0.4471
H  -0.3936  -0.8596  -1.2522

=====

--- ii ---
Entry from the OMol25 dataset: an isolated molecule of C3H6N2O2 (ωB97M-V/def2-TZVPD).

* SMILES: NC(=O)NCC=O
* Kohn-Sham gap: 10.04 eV
* M: 102.09 g/mol

CARTESIAN COORDINATES (ANGSTROEM)
O  1.5963  -2.0655  1.0216
C  0.4641  -2.1179  0.6730
C  -0.3640  -0.8871  0.2801
N  0.4632  0.2964  -0.0028
C  -0.2946  1.3962  -0.5048
N  -1.0360  1.1187  -1.6021
O  -0.6071  2.2570  0.3095
H  -0.0724  -3.0442  0.3500
H  -0.8580  -1.2862  -0.6013
H  -1.0465  -0.5740  1.0844
H  1.0150  0.5020  0.8118
H  -1.6864  1.8807  -1.7439
H  -0.7627  0.6615  -2.4488

=====

--- iii ---
Entry from the OMol25 dataset: an isolated molecule of C3H6N2O2 (ωB97M-V/def2-TZVPD).

* SMILES: [H]/N=C/OCC(N)=O
* Kohn-Sham gap: 10.59 eV
* M: 102.09 g/mol

CARTESIAN COORDINATES (ANGSTROEM)
N  0.6748  -1.6631  0.0942
C  1.1607  -0.5119  0.6385
O  1.7164  -0.4416  1.7181
C  0.9857  0.7349  -0.2405
O  -0.1416  1.5040  0.1947
C  -1.3606  1.0286  -0.0644
N  -1.5948  -0.0298  -0.7233
H  0.6055  -2.4448  0.7310
H  -0.0790  -1.5513  -0.5757
H  0.8906  0.4907  -1.3034
H  1.8447  1.3842  -0.0715
H  -2.1059  1.6901  0.3834
H  -2.5967  -0.1901  -0.7813

=====

--- iv ---
Entry from the OMol25 dataset: an isolated molecule of C3H6N2O2 (ωB97M-V/def2-TZVPD).

* SMILES: C=CN(O)C(N)=O
* Kohn-Sham gap: 9.68 eV
* M: 102.09 g/mol

CARTESIAN COORDINATES (ANGSTROEM)
N  -0.0263  -0.1874  0.3433
C  -1.1822  0.5812  0.2672
N  -2.2847  -0.1667  -0.0933
C  1.1467  0.6060  0.1039
C  2.2971  0.1141  -0.3683
O  -0.0271  -1.4705  -0.2210
O  -1.3491  1.7050  0.7433
H  -0.0500  -2.0049  0.5941
H  -3.1473  0.3595  -0.1231
H  -2.1028  -0.9411  -0.7184
H  1.1399  1.6043  0.5356
H  2.3691  -0.8807  -0.7940
H  3.2167  0.6811  -0.2692

=====

Short version: i is the least stable of them.

=====

--- i ---
Entry from the OMol25 dataset: a 3-piece molecular cluster, C7H20O3 overall (ωB97M-V/def2-TZVPD).

* SMILES: CC(C)O.CCO.CCO
* Kohn-Sham gap: 10.75 eV
* M: 152.23 g/mol

CARTESIAN COORDINATES (ANGSTROEM)
C  2.1902  -2.2008  -1.8440
C  2.1594  -0.6980  -1.4581
O  1.4431  -0.6251  -0.1930
H  2.7605  -2.4174  -2.7473
H  1.1750  -2.5789  -1.9645
H  2.6695  -2.6069  -0.9533
H  1.6561  -0.1261  -2.2377
H  3.1636  -0.3125  -1.2814
H  1.7573  0.1512  0.2762
C  -2.3122  -1.0821  -1.0020
C  -2.1376  -0.4447  -2.3753
O  -3.2316  0.2894  -2.7019
H  -2.9937  -1.9239  -0.8796
H  -2.7666  -0.3858  -0.2972
H  -1.3948  -1.4538  -0.5455
H  -2.0632  -1.2656  -3.0886
H  -1.3734  0.3278  -2.4602
H  -3.3067  0.8860  -1.9535
C  -0.4322  1.7443  1.0257
C  0.4642  1.7169  2.3288
C  0.0046  0.7642  3.4389
O  1.8314  1.3478  2.0075
H  -0.7338  0.7514  0.6920
H  0.0942  2.1824  0.1777
H  -1.2172  2.4890  1.1569
H  0.5325  2.6937  2.8077
H  0.6091  0.9384  4.3290
H  0.0809  -0.2999  3.2158
H  -1.0346  0.8598  3.7538
H  2.4062  1.2789  2.7733

=====

--- ii ---
Entry from the OMol25 dataset: a 3-piece molecular cluster, C7H20O3 overall (ωB97M-V/def2-TZVPD).

* SMILES: CC(C)O.CC(C)O.CO
* Kohn-Sham gap: 10.34 eV
* M: 152.23 g/mol

CARTESIAN COORDINATES (ANGSTROEM)
C  2.3461  1.3921  -0.2831
C  1.6539  2.0459  0.8910
C  2.3779  1.7942  2.1982
O  1.6487  3.4635  0.6565
H  3.2764  1.8719  -0.5837
H  1.6883  1.3441  -1.1545
H  2.5079  0.3404  -0.0282
H  0.6468  1.6058  0.8635
H  2.2035  0.7589  2.5155
H  1.9927  2.4188  3.0085
H  3.4406  2.0208  2.1312
H  1.0677  3.9016  1.2831
C  -2.0163  -1.4695  -2.6574
C  -0.9437  -2.3672  -1.9605
C  0.3853  -1.6270  -1.8853
O  -1.4347  -2.6859  -0.6715
H  -2.9392  -2.0477  -2.6772
H  -1.6912  -1.3115  -3.6875
H  -2.1579  -0.5399  -2.1122
H  -0.9108  -3.3000  -2.5157
H  0.4715  -1.1022  -0.9351
H  0.6329  -1.0029  -2.7418
H  1.1783  -2.3850  -1.8808
H  -1.3014  -1.9650  -0.0445
C  -2.3769  0.1559  1.9569
O  -1.7842  -1.1262  2.0337
H  -1.5908  0.8951  1.8171
H  -3.0496  0.2234  1.0937
H  -2.9892  0.4193  2.8215
H  -2.3327  -1.7220  2.5485

=====

Short version: i is the least stable of them.